{"formula": "C3H4IN4", "method": "ωB97M-V/def2-TZVPD", "largest_force_ev_per_a": 2.8, "e_above_lowest_kcal_mol": 86.04, "energy_ha": -633.31420, "e_homo_ev": [-5.36, -3.62], "total_charge": -1, "homo_lumo_gap_ev": [8.187, 6.362], "elements": ["C", "C", "C", "N", "N", "N", "N", "I", "H", "H", "H", "H"], "coordinates": [[0.424653, -0.229529, -0.658674], [-0.806874, 0.157234, 1.508952], [-0.043171, 0.690161, 0.301532], [0.841532, -2.064083, -1.646820], [0.170208, -1.572109, -0.653213], [1.256552, 0.096292, -1.664152], [1.537450, -1.111302, -2.197483], [0.978949, 2.482094, 0.564635], [-0.032802, -0.087400, 2.182008], [-1.003894, -0.770864, 1.094320], [-1.563951, 0.782454, 2.048175], [-1.758652, 1.627052, -0.879282]], "forces_ev_per_a": [[0.5758, -0.4239, -0.5980], [1.0050, 1.9804, -0.6956], [-2.1881, 1.1604, 0.3090], [0.6081, 0.0280, 0.2799], [-1.2989, 0.7951, 1.3309], [0.3997, -1.9131, 0.3636], [0.4573, 1.4573, -1.7660], [0.2086, 0.1841, 0.0127], [1.0039, -0.1222, 1.4581], [-1.9348, -2.0534, -0.1603], [0.5221, -0.6612, -1.0896], [0.6413, -0.4315, 0.5553]]}

{"formula": "C3H4INO", "method": "ωB97M-V/def2-TZVPD", "largest_force_ev_per_a": 4.9, "e_above_lowest_kcal_mol": 54.41, "energy_ha": -544.29619, "e_homo_ev": -8.82, "homo_lumo_gap_ev": 8.766, "elements": ["C", "C", "C", "N", "O", "I", "H", "H", "H", "H"], "coordinates": [[-1.405486, 0.892434, 0.155832], [-0.833698, 1.995394, 0.043170], [0.804928, -2.082863, 0.035965], [0.653967, -0.899159, -0.401178], [-1.875178, -0.167724, 0.064165], [2.220054, 0.424742, -0.288506], [-1.000393, 2.867102, 0.660805], [-0.312990, 2.288608, -0.826539], [0.029554, -2.864640, -0.023560], [1.719241, -2.453893, 0.579850]], "forces_ev_per_a": [[-1.9280, -4.1684, -0.9068], [1.1787, 4.7490, 0.6877], [1.3258, 0.1007, 0.8477], [-0.0753, -1.1530, -0.2247], [-0.4358, 0.4144, 0.8261], [0.3236, -0.4148, 0.1563], [-0.1708, -0.4089, 0.4975], [0.5521, -0.3989, -0.9752], [-0.1588, 0.8196, -0.2997], [-0.6116, 0.4602, -0.6089]]}

{"formula": "C3H4INOS", "method": "ωB97M-V/def2-TZVPD", "largest_force_ev_per_a": 2.6, "e_above_lowest_kcal_mol": 97.18, "energy_ha": -942.42967, "e_homo_ev": [-9.04, -9.04], "smiles": "C#CN=[S@](C)(=O)I", "homo_lumo_gap_ev": [6.136, 6.137], "elements": ["C", "C", "C", "N", "O", "S", "I", "H", "H", "H", "H"], "coordinates": [[0.536728, -3.116918, -0.543721], [0.304366, -1.929545, -0.532822], [-0.090926, 1.937917, -0.377627], [0.078771, -0.658340, -0.567447], [1.179144, 0.494142, 1.471428], [0.060785, 0.392136, 0.575891], [-2.433392, 0.379308, 2.232576], [0.702564, -4.150617, -0.612546], [0.589248, 1.870359, -1.221703], [-1.115303, 2.032119, -0.714441], [0.188014, 2.749437, 0.290413]], "forces_ev_per_a": [[-0.2696, 1.0328, -0.0828], [0.5173, -1.9728, 0.4387], [-0.1849, -0.3243, 0.3839], [-0.9214, 2.3833, 0.5033], [-0.2467, -0.0138, 0.4928], [-0.3277, -0.2562, -0.9445], [1.4728, 0.0410, -1.0044], [0.1049, -0.5314, 0.0165], [0.0806, -0.1684, 0.0747], [-0.1511, -0.0550, 0.0123], [-0.0743, -0.1351, 0.1097]]}

{"formula": "C3H4INOS", "method": "ωB97M-V/def2-TZVPD", "largest_force_ev_per_a": 6.9, "e_above_lowest_kcal_mol": 143.52, "energy_ha": -942.35583, "e_homo_ev": -9.05, "smiles": "C#CN=[S@](C)(=O)I", "homo_lumo_gap_ev": 7.361, "elements": ["C", "C", "C", "N", "O", "S", "I", "H", "H", "H", "H"], "coordinates": [[0.499681, -3.196599, -0.042584], [0.500644, -1.980195, 0.101172], [0.283413, 1.920236, -0.320412], [0.587430, -0.696715, -0.084129], [-0.826170, 0.666577, 2.114593], [-0.457079, 0.361314, 0.377217], [-2.706194, 0.345733, -0.415556], [0.646237, -4.188370, -0.077116], [-0.359972, 2.743313, -0.738713], [0.924150, 2.403599, 0.303274], [0.907864, 1.621112, -1.217750]], "forces_ev_per_a": [[-0.1416, 4.8053, 0.6548], [-0.2609, -3.8494, -0.6812], [-1.0337, -0.9796, -3.9404], [-0.8549, 2.8068, 0.1607], [1.6105, -1.2437, -6.6328], [0.3931, 2.4531, 6.3922], [-0.4368, -0.2367, -0.4589], [0.2022, -2.8375, -0.0032], [-0.3773, -1.4281, 0.8151], [1.6940, 0.6922, 2.6056], [-0.7946, -0.1824, 1.0880]]}

{"formula": "C3H4INOS", "method": "ωB97M-V/def2-TZVPD", "largest_force_ev_per_a": 4.3, "e_above_lowest_kcal_mol": 88.70, "energy_ha": -942.44318, "e_homo_ev": -9.37, "homo_lumo_gap_ev": 7.678, "elements": ["C", "C", "C", "N", "O", "S", "I", "H", "H", "H", "H"], "coordinates": [[-2.368282, 0.284991, -2.691101], [-2.250501, 0.349816, -1.510473], [2.465525, -0.647051, 1.122058], [-1.857262, 0.324805, -0.304027], [-1.447484, 0.411382, 2.093707], [-2.277938, 0.999346, 1.031873], [2.447409, 1.078323, -0.174331], [-2.248944, -0.104828, -3.654746], [2.518551, -0.248718, 2.095848], [3.341271, -1.126876, 1.014024], [1.677660, -1.321195, 0.977163]], "forces_ev_per_a": [[-0.3260, -0.2908, -1.4245], [-0.0570, 0.2969, -0.6490], [-1.1480, 2.2297, -0.0661], [-0.0478, 0.7244, 4.1887], [-1.1542, 1.0459, -0.6988], [1.8699, -1.8996, -0.5475], [-0.1425, -0.6136, 0.2125], [-0.2216, 0.1037, -0.8671], [-0.5363, 0.4894, 1.1507], [3.1328, -1.6191, -0.9538], [-1.3692, -0.4670, -0.3451]]}

{"formula": "C3H4INOS", "method": "ωB97M-V/def2-TZVPD", "largest_force_ev_per_a": 2.6, "e_above_lowest_kcal_mol": 136.52, "energy_ha": -942.36698, "e_homo_ev": [-9.00, -8.59], "homo_lumo_gap_ev": [7.980, 7.157], "elements": ["C", "C", "C", "N", "O", "S", "I", "H", "H", "H", "H"], "coordinates": [[0.215781, 0.336465, -0.150306], [-0.768800, 0.948169, -0.799942], [1.662277, 0.387585, -0.583506], [-1.079328, -1.087490, 1.311834], [0.151921, -0.469175, 1.059800], [-1.582955, -2.105244, 0.223907], [-2.807392, 1.140518, -0.640092], [1.973730, 1.423736, -0.798546], [1.916994, -0.117283, -1.615992], [2.158966, 0.058601, 0.312744], [-1.841193, -0.515883, 1.680101]], "forces_ev_per_a": [[-0.4658, 0.0002, -0.4938], [-0.0105, -0.7790, 1.0905], [-0.0762, 0.5743, -1.8706], [0.0395, 0.9046, 0.5810], [-0.3599, 1.2321, -0.6922], [-0.7218, -2.0466, -1.4436], [0.6492, 0.1329, -0.1470], [-0.2646, -0.2328, 0.4049], [-0.6302, 0.2114, 2.4406], [0.9830, -0.5172, -0.2388], [0.8573, 0.5200, 0.3691]]}

{"formula": "C3H4IrO3", "method": "ωB97M-V/def2-TZVPD", "largest_force_ev_per_a": 5.3, "e_above_lowest_kcal_mol": 0.00, "energy_ha": -446.58017, "e_homo_ev": [-1.92, -2.59], "multiplicity": 5, "total_charge": -1, "homo_lumo_gap_ev": [5.482, 6.132], "elements": ["O", "C", "O", "Ir", "O", "C", "H", "C", "H", "H", "H"], "coordinates": [[0.912166, 0.791663, -0.410702], [0.616850, -0.521554, -0.118954], [1.497499, -1.375968, -0.555008], [0.705651, -3.147824, -0.427436], [-0.888894, -2.395383, 0.428224], [-0.736425, -1.084760, 0.186966], [-1.540734, -0.408949, 0.517569], [0.042265, 1.800925, 0.018782], [-0.748082, 1.964764, -0.732358], [0.603451, 2.738318, 0.108586], [-0.463748, 1.638763, 0.984330]], "forces_ev_per_a": [[0.3444, -0.2068, 0.5700], [-5.0596, -1.4716, -0.1969], [1.3651, 2.2812, 0.3625], [1.1102, -4.7918, -0.9257], [-0.6313, 1.2172, 0.0967], [2.7243, 3.5795, 0.4609], [0.2891, -0.2728, -0.0973], [-0.6635, 0.4166, -0.1355], [0.0624, -0.0995, 0.1390], [0.1127, -0.2389, -0.1092], [0.3460, -0.4132, -0.1644]]}

{"formula": "C3H4LiO3", "method": "ωB97M-V/def2-TZVPD", "largest_force_ev_per_a": 3.6, "e_above_lowest_kcal_mol": 61.89, "energy_ha": -349.87127, "e_homo_ev": [-6.14, -9.24], "multiplicity": 2, "homo_lumo_gap_ev": [6.378, 9.475], "elements": ["O", "C", "C", "O", "O", "C", "Li", "H", "H", "H", "H"], "coordinates": [[0.498438, 0.957941, -0.018098], [-1.302488, 3.024711, -0.993985], [0.947035, 0.070431, -0.875142], [-1.972702, 2.286643, -0.415632], [-0.971504, -1.410799, 0.684587], [0.270353, -1.575788, 1.040952], [-1.267509, 0.482941, 0.510156], [2.037485, -0.113726, -0.872080], [0.519219, 0.124705, -1.894319], [0.477887, -1.330859, 2.104562], [0.763783, -2.516200, 0.728999]], "forces_ev_per_a": [[-0.0585, -1.2462, -1.2600], [-1.4932, -1.6111, 1.2668], [0.7987, 2.5432, 1.4854], [1.3232, 1.6998, -1.2736], [1.8952, 0.5818, 0.5646], [-3.0880, -1.8091, -0.0795], [0.4815, -0.3698, -0.0860], [-0.3929, -0.3371, 0.1561], [-0.2994, -0.8528, 0.3182], [0.6863, 0.8077, -0.6880], [0.1472, 0.5935, -0.4040]]}

{"formula": "C3H4LiO4", "method": "ωB97M-V/def2-TZVPD", "largest_force_ev_per_a": 2.6, "e_above_lowest_kcal_mol": 58.69, "energy_ha": -425.13572, "e_homo_ev": [-6.95, -9.65], "multiplicity": 2, "homo_lumo_gap_ev": [6.344, 9.037], "elements": ["O", "C", "C", "O", "O", "C", "H", "H", "H", "Li", "O", "H"], "coordinates": [[0.424766, 1.026677, -0.775443], [-0.253787, -0.038311, 0.641309], [0.341634, 0.137437, -1.877479], [-1.196379, 0.448117, 1.323957], [-0.490393, -1.211148, -0.081474], [0.057981, -1.225120, -1.330837], [1.300659, 0.149468, -2.417112], [-0.470649, 0.465074, -2.552078], [-0.256714, -2.073301, -1.937410], [0.005883, 0.757196, 2.778957], [0.987854, 0.055326, 1.201122], [1.425139, 0.669534, 0.117656]], "forces_ev_per_a": [[0.7615, -0.9618, 0.5135], [0.0682, 0.3909, 1.4314], [0.3026, 0.4191, 0.2327], [0.5864, -0.5395, -0.6736], [-0.2604, 0.9633, -0.1187], [0.1243, -0.3588, -0.1202], [-0.3293, -0.0772, -0.1965], [0.2378, 0.0559, 0.0621], [0.1134, 0.2387, 0.2192], [-0.0337, -0.1834, -0.9204], [0.9524, 0.6034, -0.9303], [-2.5233, -0.5505, 0.5008]]}

{"formula": "C3H4MgO", "method": "ωB97M-V/def2-TZVPD", "largest_force_ev_per_a": 2.1, "energy_ha": -391.78340, "e_homo_ev": [-7.19, -7.19], "homo_lumo_gap_ev": [4.899, 4.908], "elements": ["C", "C", "C", "H", "H", "H", "H", "O", "Mg"], "coordinates": [[0.661622, 0.005662, -0.307677], [-0.730081, 0.511602, 0.081832], [-0.040620, 0.527268, -1.326912], [1.587272, 0.298212, 0.193724], [-0.775137, 1.404018, 0.724023], [-1.567087, -0.198137, 0.209903], [0.153248, 1.407062, -1.946251], [0.930838, -1.964694, 0.477890], [-0.220055, -1.990993, 1.893468]], "forces_ev_per_a": [[-0.8163, 1.9456, 0.3006], [0.5244, -0.8959, -0.6753], [0.1511, 0.2289, 2.0634], [-0.1468, -0.8635, -0.4392], [-0.1072, -0.2031, -0.3470], [0.2975, 0.3721, -0.1056], [-0.0005, -0.8400, -0.2215], [-0.8343, -0.0679, 0.8512], [0.9321, 0.3238, -1.4266]]}

{"formula": "C3H4MgO2", "method": "ωB97M-V/def2-TZVPD", "largest_force_ev_per_a": 3.3, "e_above_lowest_kcal_mol": 0.00, "energy_ha": -466.51929, "e_homo_ev": -17.28, "total_charge": 2, "homo_lumo_gap_ev": 4.476, "elements": ["C", "C", "H", "H", "C", "O", "Mg", "H", "O", "H"], "coordinates": [[-0.468164, -0.389448, -0.068123], [0.256279, -1.101876, -0.954568], [-0.226312, -1.685266, -1.738472], [1.342566, -1.109630, -0.883135], [0.279534, 0.576285, 0.726038], [0.666805, 1.647947, 0.238348], [1.611138, 3.271157, 0.619640], [0.504836, 0.316330, 1.771558], [-1.806002, -0.358642, -0.052895], [-2.160676, -1.166857, 0.341610]], "forces_ev_per_a": [[1.1925, -1.2145, -2.7731], [-0.1695, 0.6183, 0.6369], [0.0696, -0.2058, 0.4408], [-0.1397, 0.0839, -0.2912], [-0.5419, -0.7503, 1.3360], [0.8252, 1.1239, 0.1270], [-0.3554, -0.4528, -0.2797], [0.0033, 0.3721, 0.0316], [-0.6634, 0.4976, 0.8608], [-0.2206, -0.0723, -0.0891]]}

{"formula": "C3H4MgO3", "method": "ωB97M-V/def2-TZVPD", "largest_force_ev_per_a": 1.8, "e_above_lowest_kcal_mol": 35.69, "energy_ha": -542.50532, "e_homo_ev": [-4.02, -4.39], "multiplicity": 2, "total_charge": -1, "homo_lumo_gap_ev": [7.066, 7.292], "elements": ["C", "O", "C", "C", "O", "O", "H", "H", "H", "H", "Mg"], "coordinates": [[0.553540, 1.855037, -0.055470], [1.084317, -0.463467, 1.506384], [1.753828, -0.191599, 0.485823], [-0.875411, 1.718066, 0.360210], [1.201579, 0.641569, -0.462164], [2.884384, -0.616110, 0.180200], [0.632203, 2.503651, -0.948823], [-1.432076, 2.643725, 0.131912], [1.164714, 2.330214, 0.730658], [-2.522939, -0.885980, 2.593499], [-1.618127, 0.212991, 1.600406]], "forces_ev_per_a": [[-0.0271, -0.4055, -0.3679], [-1.3564, 0.3434, 0.5927], [1.6493, -0.8378, 0.0018], [-0.5825, 0.4279, 0.2748], [-0.5080, 0.9466, -0.6945], [-0.7135, 0.1514, 0.1872], [0.0356, -0.1758, 0.2581], [0.2116, -0.1365, 0.0043], [-0.1099, -0.0281, 0.0440], [-0.1248, 0.2079, -0.0947], [1.5257, -0.4937, -0.2058]]}